# 1
DFT (wB97M-V/def2-TZVPD) results for C4H2O2 in the gas phase in a non-equilibrium geometry.

```
8
Properties=species:S:1:pos:R:3:forces:R:3
C -0.322 0.875 0.606 0.332 -0.763 -0.932
C -0.490 0.066 -0.660 0.420 0.379 -0.112
C -1.664 -0.169 -0.129 -0.092 0.195 0.411
C 0.861 0.369 -0.212 -0.724 0.272 0.423
O -2.771 -0.385 0.142 0.048 -0.017 0.035
O 1.719 -0.589 0.268 0.208 -0.282 0.172
H 1.417 1.077 -0.813 -0.152 0.068 0.019
H 1.251 -1.245 0.798 -0.040 0.147 -0.015
```
Forces are in eV/Å.

Computed properties:
E ... -303.91077 a.u.
Net charge ... 0
Energy above the lowest of the compared OMol25 structures with the same formula, charge and spin ... 2.695 eV
SMILES ... O=c1c2c1C2O
LUMO ... -0.3910 eV

Atomic partial charges in e from the Mulliken method, atoms 1 to 4: -0.386, -0.395, 0.861, 0.120


# 2
DFT (wB97M-V/def2-TZVPD) results for an isolated ion of composition C27H51B2F3IO5 and charge -1 in a non-equilibrium geometry.

```
89
Properties=species:S:1:pos:R:3:forces:R:3
C 4.297 -4.740 -1.861 0.152 0.027 -0.140
C 5.069 -3.651 -1.121 0.283 -0.206 -0.472
C 5.325 -2.431 -2.034 -0.090 -0.058 0.373
C 4.879 -1.067 -1.490 0.346 -0.083 -0.330
C 5.422 -0.767 -0.085 -0.345 0.197 0.091
C 4.481 -0.047 0.908 0.608 0.160 -0.016
C 4.658 1.489 0.866 -0.551 -0.115 0.450
C 3.542 2.387 0.287 0.612 -0.019 -0.260
C 2.594 1.826 -0.760 -0.486 0.076 0.138
C 1.636 2.940 -1.212 0.611 0.123 -0.203
C 0.995 2.705 -2.574 -0.345 -0.370 0.404
C 0.177 1.405 -2.645 0.014 0.243 -0.402
C -1.272 1.705 -2.260 -0.102 0.104 -0.306
C -2.241 0.524 -2.203 0.268 0.291 -0.155
C -2.324 -0.106 -0.818 -0.687 -0.704 0.189
C -1.142 -1.101 -0.597 0.580 0.274 -0.233
O 0.034 -0.555 0.012 -0.475 -0.091 0.299
C 0.806 -1.515 0.703 0.456 0.011 -0.004
C 0.749 -1.441 2.224 0.409 -0.206 -0.233
O -2.495 0.915 0.107 0.147 0.356 0.144
B -3.277 0.446 1.324 0.699 0.234 -0.748
C -2.178 0.426 2.547 -1.190 0.060 0.695
C -2.150 1.740 3.376 0.670 0.124 -0.170
C -0.758 1.981 3.867 -0.209 0.923 -0.093
F -0.445 1.544 5.113 0.403 -1.047 -0.437
C 0.192 2.545 3.114 -0.271 -0.267 0.394
F -0.046 3.538 2.259 -0.042 -0.638 -0.638
F 1.470 2.168 3.046 0.186 0.608 0.680
C -4.576 1.437 1.530 -0.497 -0.556 -0.148
C -5.672 0.946 2.506 0.792 0.312 0.355
C -5.233 -0.101 3.518 -0.567 -0.007 0.275
I -7.458 0.202 1.531 -0.117 0.079 -0.004
O -3.698 -0.915 0.871 -0.267 -0.027 0.356
C -3.599 -0.990 -0.522 -0.075 -0.331 -0.157
C -4.875 -0.577 -1.284 0.152 0.253 -0.313
B -5.028 -1.281 -2.686 0.162 0.131 0.255
O -5.661 -2.516 -2.782 0.510 0.000 -0.140
O -4.550 -0.736 -3.852 -0.608 0.039 -0.064
H 4.206 -5.660 -1.285 -0.158 0.032 0.127
H 4.843 -4.999 -2.771 0.007 -0.030 -0.047
H 3.314 -4.398 -2.178 -0.166 -0.013 0.111
H 4.585 -3.370 -0.188 -0.158 0.029 0.009
H 6.035 -4.089 -0.864 0.014 0.069 0.304
H 6.396 -2.363 -2.239 0.061 -0.056 -0.054
H 4.841 -2.633 -2.991 -0.017 0.200 -0.118
H 5.315 -0.336 -2.176 -0.260 0.186 -0.060
H 3.800 -0.940 -1.572 -0.123 -0.147 0.266
H 5.799 -1.672 0.391 -0.076 -0.166 -0.101
H 6.285 -0.112 -0.207 0.224 -0.133 0.095
H 3.441 -0.360 0.815 0.072 0.097 -0.182
H 4.796 -0.375 1.900 -0.100 -0.016 0.098
H 5.609 1.697 0.376 0.004 0.073 -0.160
H 4.787 1.826 1.897 0.147 0.031 0.032
H 4.067 3.223 -0.184 -0.104 0.178 0.043
H 2.969 2.827 1.102 -0.174 -0.111 0.027
H 1.998 1.001 -0.365 0.086 -0.071 0.050
H 3.136 1.439 -1.627 0.136 0.023 -0.030
H 2.246 3.847 -1.281 -0.124 0.168 -0.006
H 0.890 3.140 -0.441 -0.109 -0.167 0.036
H 0.281 3.511 -2.760 0.195 0.219 -0.219
H 1.763 2.737 -3.349 0.073 -0.018 -0.019
H 0.641 0.612 -2.060 -0.128 0.015 0.176
H 0.173 1.064 -3.685 -0.008 -0.140 -0.021
H -1.638 2.374 -3.046 -0.012 0.090 -0.009
H -1.335 2.283 -1.338 0.071 -0.149 0.154
H -3.219 0.891 -2.500 -0.095 0.038 0.155
H -1.955 -0.187 -2.982 -0.058 -0.225 0.100
H -0.847 -1.442 -1.600 -0.055 -0.158 -0.015
H -1.460 -1.992 -0.055 -0.138 0.174 0.374
H 0.563 -2.531 0.381 -0.106 -0.057 -0.131
H 1.854 -1.355 0.424 -0.117 0.034 -0.210
H 0.819 -0.411 2.557 -0.197 0.122 0.095
H -0.115 -1.947 2.645 -0.220 0.239 0.061
H 1.647 -1.944 2.597 -0.051 -0.109 0.071
H -1.190 0.308 2.133 0.115 -0.318 -0.276
H -2.421 -0.409 3.215 0.356 -0.096 0.088
H -2.849 1.713 4.209 -0.112 0.288 -0.004
H -2.369 2.570 2.703 -0.266 0.087 0.097
H -5.033 1.539 0.545 0.088 0.150 -0.079
H -4.319 2.455 1.834 0.110 0.035 0.011
H -6.025 1.802 3.077 -0.405 -0.035 -0.100
H -4.942 -1.039 3.053 0.251 0.049 -0.102
H -4.427 0.315 4.120 0.216 -0.124 -0.115
H -6.050 -0.310 4.213 -0.054 -0.044 -0.014
H -3.461 -2.062 -0.741 0.389 0.028 -0.169
H -4.911 0.508 -1.388 -0.027 0.046 0.027
H -5.752 -0.860 -0.700 0.106 -0.061 0.225
H -5.536 -2.966 -1.942 -0.457 -0.072 0.122
H -4.892 -1.251 -4.591 0.218 -0.081 -0.142
```
Forces are in eV/Å.

Computed properties:
E ... -2082.73861 a.u.
Net charge ... -1
Energy above the lowest of the compared OMol25 structures with the same formula, charge and spin ... 0.000 eV
LUMO ... 2.4435 eV

Atomic partial charges in e from the Mulliken method, atoms 1 to 4: -1.512, -0.145, -0.989, -0.101


# 3
DFT (wB97M-V/def2-TZVPD) results for a 2-piece molecular cluster, C11H22O2P overall in a non-equilibrium geometry.

```
36
Properties=species:S:1:pos:R:3:forces:R:3
C 0.026 1.538 0.819 2.166 1.477 -1.417
C 1.291 1.797 0.401 -0.849 -1.606 0.783
C 2.326 1.912 1.431 2.992 1.488 1.187
C 2.171 0.391 -1.566 1.909 1.011 -2.187
C -1.493 -2.871 -1.504 0.100 -2.362 -1.251
C 0.216 -1.311 0.813 1.571 -1.403 -1.091
C -2.208 -0.986 1.345 0.301 -4.702 -0.403
C 1.768 1.750 -0.975 -1.276 1.257 -2.502
C -1.552 -1.418 -1.095 0.282 0.356 -0.148
C -1.049 1.295 -0.029 -1.972 -2.509 0.454
C -1.139 -1.012 0.288 0.158 3.226 -0.754
O -2.599 3.303 -0.498 -0.044 1.575 -1.526
O -3.772 1.019 -0.436 0.272 -0.705 2.839
P -2.696 2.107 0.378 -0.354 -1.561 2.524
H 0.002 1.624 1.861 -1.116 -0.206 1.638
H 2.802 2.984 1.503 -0.610 -1.749 -0.380
H 1.908 1.762 2.400 -0.518 -0.032 0.892
H 3.215 1.180 1.453 -1.150 0.878 -0.727
H 1.899 -0.402 -0.986 -0.990 -1.875 1.759
H 3.294 0.250 -1.646 -1.079 0.448 -0.150
H 1.724 0.158 -2.572 0.470 0.591 0.824
H -2.317 -3.169 -2.253 1.021 0.755 1.007
H -1.620 -3.652 -0.685 0.482 1.093 -0.767
H -0.540 -3.038 -2.099 -0.879 -0.297 1.023
H 0.122 -2.189 1.524 0.506 1.073 -0.364
H 0.701 -0.392 1.207 -0.311 -0.845 0.550
H 0.989 -1.610 0.007 -1.504 0.038 1.052
H -3.132 -1.640 0.998 1.825 0.723 0.960
H -2.635 -0.074 1.463 -0.965 2.597 0.895
H -1.661 -1.392 2.256 -1.483 0.525 -0.514
H 2.588 2.448 -0.940 0.718 0.180 -0.691
H 0.998 2.222 -1.699 1.078 -0.651 1.232
H -0.969 -0.838 -1.833 -0.388 -0.164 0.208
H -2.576 -1.141 -1.139 -0.870 0.746 -0.388
H -0.910 1.546 -1.056 0.505 -0.345 -1.013
H -3.630 1.388 -1.258 0.004 0.978 -3.557
```
Forces are in eV/Å.

Computed properties:
E ... -924.07088 a.u.
Net charge ... -1
Energy above the lowest of the compared OMol25 structures with the same formula, charge and spin ... 2.865 eV
LUMO ... 3.2022 eV

Atomic partial charges in e from the Mulliken method, atoms 1 to 4: -1.068, 1.106, -1.421, -0.795